1.
{
  "formula": "C16H23N3O3",
  "method": "ωB97M-V/def2-TZVPD",
  "elements": ["C", "O", "C", "C", "C", "C", "C", "C", "N", "C", "C", "N", "C", "O", "N", "C", "C", "O", "C", "C", "C", "C", "H", "H", "H", "H", "H", "H", "H", "H", "H", "H", "H", "H", "H", "H", "H", "H", "H", "H", "H", "H", "H", "H", "H"],
  "positions_angstrom": [[-0.40238, 2.73042, 0.38948], [0.50319, 1.67595, 0.58069], [0.79001, 1.27775, 1.86381], [0.19404, 1.85520, 2.97692], [0.49004, 1.42738, 4.25929], [1.41039, 0.41561, 4.44590], [2.02096, -0.15551, 3.34734], [1.73010, 0.24148, 2.04273], [2.43895, -0.40651, 1.02001], [2.26894, -1.83843, 0.91154], [0.90426, -2.16115, 0.28413], [0.50859, -1.14515, -0.67762], [-0.77903, -0.68414, -0.61110], [-1.51110, -0.90402, 0.33625], [-1.20146, 0.04930, -1.71738], [-2.51742, 0.66004, -1.59749], [-3.62189, -0.30122, -2.04238], [-3.39951, -0.75362, -3.36270], [-2.15420, -1.39976, -3.45860], [-0.99847, -0.46883, -3.06068], [1.58323, -0.43458, -1.33013], [2.58229, 0.16335, -0.29649], [-0.03922, 3.66016, 0.84201], [-1.39222, 2.49269, 0.79041], [-0.47575, 2.85855, -0.68972], [-0.53253, 2.64199, 2.85229], [-0.00048, 1.89020, 5.10195], [1.66100, 0.07631, 5.43949], [2.76047, -0.92813, 3.49431], [3.08175, -2.21911, 0.28480], [2.33905, -2.31242, 1.88947], [0.13200, -2.18758, 1.05645], [0.93841, -3.13869, -0.21711], [-2.67508, 0.93592, -0.55609], [-2.52720, 1.55348, -2.23004], [-4.59195, 0.19760, -2.04931], [-3.65208, -1.15520, -1.35070], [-2.05029, -1.71516, -4.49861], [-2.14024, -2.28666, -2.80425], [-0.06501, -1.02381, -3.12469], [-0.96571, 0.38210, -3.75023], [1.16246, 0.37620, -1.91973], [2.11454, -1.12800, -1.99569], [3.60500, -0.05618, -0.63355], [2.47355, 1.24221, -0.23499]],
  "forces_ev_per_angstrom": [[-0.17, 0.23, -0.04], [0.22, -0.41, 0.26], [0.07, -0.03, -0.02], [-0.10, 0.12, -0.10], [0.01, 0.00, 0.04], [-0.08, -0.03, 0.09], [-0.13, 0.09, -0.03], [-0.02, 0.21, 0.20], [0.07, -0.06, -0.15], [-0.16, -0.08, -0.11], [-0.12, -0.30, 0.11], [0.07, -0.10, 0.18], [0.03, 0.08, -0.21], [-0.25, 0.00, 0.23], [-0.06, 0.15, 0.12], [-0.29, -0.12, 0.08], [0.07, 0.21, 0.27], [-0.07, 0.07, -0.14], [0.38, 0.06, -0.04], [-0.21, -0.30, -0.28], [0.19, 0.11, -0.05], [0.26, 0.14, -0.23], [-0.04, -0.06, -0.01], [0.03, 0.01, 0.01], [-0.04, 0.02, 0.05], [-0.05, 0.07, -0.06], [-0.04, 0.05, 0.06], [0.03, -0.03, 0.08], [0.11, -0.04, -0.03], [0.01, -0.02, 0.09], [0.05, -0.06, -0.10], [0.14, -0.04, -0.12], [0.01, 0.00, 0.14], [-0.03, 0.06, -0.08], [-0.06, -0.01, 0.03], [0.04, -0.02, 0.07], [-0.02, 0.08, -0.05], [0.06, -0.04, 0.07], [0.01, 0.03, -0.07], [0.02, 0.07, -0.03], [0.07, -0.10, -0.02], [0.05, -0.08, -0.05], [-0.04, 0.13, -0.05], [-0.10, 0.06, -0.05], [0.07, -0.12, -0.06]],
  "nbo_charge": [-0.25, -0.54, 0.33, -0.29, -0.22, -0.23, -0.21, 0.09, -0.44, -0.22, -0.24, -0.47, 0.82, -0.66, -0.49, -0.25, -0.09, -0.52, -0.08, -0.24, -0.24, -0.21, 0.18, 0.18, 0.20, 0.22, 0.21, 0.21, 0.21, 0.19, 0.22, 0.25, 0.18, 0.23, 0.19, 0.19, 0.18, 0.19, 0.16, 0.22, 0.20, 0.23, 0.18, 0.18, 0.23],
  "spin_multiplicity": 1,
  "mol_weight_g_mol": 305.4,
  "homo_lumo_gap_ev": 8.3,
  "smiles": "COc1ccccc1N1CCN(C(=O)N2CCOCC2)CC1",
  "homo_energy_ha": -0.278,
  "e_above_lowest_kcal_mol": 67.2
}

---

2.
{
  "formula": "C5H17N2",
  "method": "ωB97M-V/def2-TZVPD",
  "elements": ["C", "N", "C", "H", "H", "H", "H", "H", "H", "H", "H", "C", "N", "C", "C", "H", "H", "H", "H", "H", "H", "H", "H", "H"],
  "positions_angstrom": [[-0.16471, -1.11601, 2.21755], [0.28722, -1.35097, 0.83787], [1.64497, -1.88983, 0.77264], [-1.24120, -1.22301, 2.28486], [0.28177, -1.82891, 2.91187], [0.10110, -0.10857, 2.54032], [-0.04761, -0.04670, -0.21901], [-0.34104, -2.01080, 0.38807], [2.34728, -1.14173, 1.12547], [1.89627, -2.12211, -0.26288], [1.74901, -2.79882, 1.37507], [-1.78387, 1.10534, -0.48340], [-0.36629, 0.80228, -0.81687], [-0.20709, 0.48649, -2.26235], [0.53027, 1.91973, -0.41762], [-2.41255, 0.25582, -0.73737], [-2.11209, 1.97503, -1.04733], [-1.86815, 1.30814, 0.57523], [0.79153, 0.09731, -2.43361], [-0.94873, -0.25405, -2.55597], [-0.36944, 1.39101, -2.84244], [1.55270, 1.65928, -0.67002], [0.45548, 2.06420, 0.65707], [0.22519, 2.82687, -0.93716]],
  "forces_ev_per_angstrom": [[0.07, 0.04, -0.01], [-0.40, 0.09, -0.35], [0.07, -0.11, -0.18], [-0.18, 0.05, -0.04], [0.02, -0.03, 0.03], [0.08, -0.03, 0.03], [-0.23, 0.08, -0.05], [0.09, -0.16, 0.25], [0.12, 0.05, 0.14], [0.01, -0.03, 0.04], [0.07, 0.10, -0.04], [0.08, -0.08, -0.12], [0.11, 0.01, 0.04], [-0.17, -0.09, 0.14], [-0.14, -0.01, 0.04], [0.06, -0.06, -0.04], [0.04, 0.04, -0.04], [0.04, 0.05, 0.22], [0.07, 0.04, -0.03], [0.06, -0.03, 0.07], [0.05, 0.06, -0.03], [0.07, 0.01, -0.08], [-0.04, 0.02, 0.02], [0.06, -0.01, 0.01]],
  "nbo_charge": [-0.42, -0.65, -0.42, 0.21, 0.21, 0.20, 0.48, 0.37, 0.20, 0.21, 0.20, -0.42, -0.40, -0.42, -0.42, 0.23, 0.23, 0.23, 0.23, 0.23, 0.23, 0.23, 0.23, 0.23],
  "spin_multiplicity": 1,
  "mol_weight_g_mol": 105.2,
  "homo_lumo_gap_ev": 10.9,
  "charge": 1,
  "homo_energy_ha": -0.500,
  "e_above_lowest_kcal_mol": 17.0
}

---

3.
{
  "formula": "C2H3Br2NO2",
  "method": "ωB97M-V/def2-TZVPD",
  "elements": ["C", "C", "N", "O", "O", "Br", "Br", "H", "H", "H"],
  "positions_angstrom": [[-2.01430, -0.69110, 0.25227], [-0.07096, -0.85209, -0.94752], [-4.57417, 0.30995, -0.77574], [-2.39155, -1.49218, 1.00673], [-1.33632, -0.15166, -0.57631], [-5.18152, -1.25169, -0.18475], [-4.93186, 1.78187, 0.28985], [-0.29412, -1.88497, -0.93977], [0.76066, -0.36829, -0.27344], [-0.06537, -0.45376, -1.89069]],
  "forces_ev_per_angstrom": [[-5.79, 1.09, 2.25], [1.57, 2.01, 2.22], [1.65, 0.90, -0.83], [1.44, -1.40, 0.38], [2.47, 0.86, -1.51], [-1.11, -1.24, 0.71], [-0.27, 0.10, 0.37], [0.45, -1.10, 0.32], [-1.54, -1.60, -1.34], [1.15, 0.38, -2.58]],
  "nbo_charge": [0.88, -0.30, -0.70, -0.49, -0.45, 0.25, 0.17, 0.21, 0.22, 0.21],
  "spin_multiplicity": 1,
  "mol_weight_g_mol": 232.9,
  "homo_lumo_gap_ev": [8.7, 5.5],
  "homo_energy_ha": [-0.311, -0.239],
  "e_above_lowest_kcal_mol": 86.4
}

---

4.
{
  "formula": "C2H7PS3",
  "method": "ωB97M-V/def2-TZVPD",
  "elements": ["C", "C", "P", "S", "S", "S", "H", "H", "H", "H", "H", "H", "H"],
  "positions_angstrom": [[-1.92528, 1.72387, 0.12638], [2.38580, -2.34435, -1.07419], [-1.23675, 1.66600, -1.56104], [0.74870, 0.26094, -0.30408], [-0.43977, 3.58632, -1.72725], [2.65805, -0.65793, -0.56458], [-1.84070, 2.76110, 0.49166], [-2.93333, 1.24592, 0.11569], [-1.46163, 1.00506, 0.79930], [1.39167, -2.57901, -0.93629], [3.02806, -3.01795, -0.35339], [2.74779, -2.68357, -2.06510], [-0.38400, 4.32292, -0.59115]],
  "forces_ev_per_angstrom": [[-0.75, -0.44, 0.06], [3.34, -1.80, 0.79], [1.80, -0.52, 0.88], [-0.04, -0.26, -0.04], [0.21, 0.47, -1.01], [-1.05, 1.43, -0.48], [-0.54, -0.78, 0.18], [0.23, 1.06, -0.21], [0.88, 0.14, 0.14], [-2.15, -0.64, 0.25], [-1.31, 1.29, -1.05], [-0.37, 0.88, 0.23], [-0.24, -0.83, 0.27]],
  "nbo_charge": [-1.02, -0.77, 0.71, -0.39, -0.30, 0.15, 0.25, 0.26, 0.28, 0.23, 0.22, 0.22, 0.15],
  "spin_multiplicity": 1,
  "mol_weight_g_mol": 158.3,
  "homo_lumo_gap_ev": [6.4, 6.4],
  "homo_energy_ha": [-0.282, -0.282],
  "e_above_lowest_kcal_mol": 53.3
}